[1]
# C26H72N6O7

A cluster of 7 separate species, C26H72N6O7 in total at a distorted geometry (the ωB97M-V functional and the def2-TZVPD basis, OMol25).

Bonds (Å) are listed after each position.
Positions of all 111 atoms, in Å:
1 C -18.05617 -7.96622 20.85052  C2 1.508, H7 1.090, H8 1.090, H9 1.090
2 C -17.79952 -9.02168 19.80386  C1 1.508, C3 1.486, N6 1.393, H10 1.090
3 C -18.95882 -9.92899 19.59868  C2 1.486, O4 1.383, H11 1.090, H12 1.090
4 O -18.69528 -11.01618 18.78503  C3 1.383, C5 1.423
5 C -19.70438 -11.99873 18.58501  O4 1.423, H13 1.090, H14 1.090, H15 1.090
6 N -17.41363 -8.40716 18.61481  C2 1.393, H16 1.010, H17 1.010
7 H -18.61536 -7.10973 20.47392  C1 1.090
8 H -17.12434 -7.63848 21.31136  C1 1.090
9 H -18.45412 -8.38748 21.77371  C1 1.090
10 H -17.00067 -9.70306 20.09655  C2 1.090
11 H -19.74339 -9.34359 19.11924  C3 1.090
12 H -19.41805 -10.23029 20.54018  C3 1.090
13 H -19.27791 -12.99544 18.69811  C5 1.090
14 H -20.10400 -11.87030 17.57907  C5 1.090
15 H -20.53651 -11.78447 19.25564  C5 1.090
16 H -16.59063 -7.96064 18.99350  N6 1.010
17 H -17.23645 -9.19420 18.00714  N6 1.010
18 C -21.02281 0.29557 18.03450  C19 1.512, H24 1.090, H25 1.090, H26 1.090
19 C -20.11399 0.86082 16.96718  C18 1.512, C20 1.555, N23 1.423, H27 1.090
20 C -19.22409 -0.08800 16.11565  C19 1.555, O21 1.481, H28 1.090, H29 1.090
21 O -18.44538 0.69369 15.12716  C20 1.481, C22 1.387
22 C -17.33990 0.11985 14.51629  O21 1.387, H30 1.090, H31 1.090, H32 1.090
23 N -20.98926 1.54742 16.08002  C19 1.423, H33 1.010, H34 1.010
24 H -20.36805 -0.24665 18.71668  C18 1.090
25 H -21.79481 -0.31416 17.56510  C18 1.090
26 H -21.64239 0.97240 18.62284  C18 1.090
27 H -19.41656 1.61767 17.32619  C19 1.090
28 H -20.01407 -0.67200 15.64346  C20 1.090
29 H -18.57798 -0.76689 16.67221  C20 1.090
30 H -16.61899 -0.09555 15.30496  C22 1.090
31 H -16.75355 0.77979 13.87693  C22 1.090
32 H -17.63781 -0.70346 13.86704  C22 1.090
33 H -20.36803 2.23606 15.68009  N23 1.010
34 H -21.36941 1.11111 15.25224  N23 1.010
35 C -15.46834 -0.51804 18.70537  C36 1.628, H41 1.090, H42 1.090, H43 1.090
36 C -14.62730 -0.97644 20.02199  C35 1.628, C37 1.580, N40 1.429, H44 1.090
37 C -13.11829 -1.38109 19.78328  C36 1.580, O38 1.436, H45 1.090, H46 1.090
38 O -12.43253 -0.21597 19.29869  C37 1.436, C39 1.472
39 C -10.96744 -0.35574 19.32154  O38 1.472, H47 1.090, H48 1.090, H49 1.090
40 N -14.67884 0.19180 20.84322  C36 1.429, H50 1.010, H51 1.010
41 H -15.70663 0.53887 18.58588  C35 1.090
42 H -16.49064 -0.89130 18.64468  C35 1.090
43 H -14.86281 -0.86213 17.86690  C35 1.090
44 H -15.08167 -1.86749 20.45522  C36 1.090
45 H -13.14596 -2.31212 19.21713  C37 1.090
46 H -12.62446 -1.69505 20.70288  C37 1.090
47 H -10.58961 -0.23067 20.33629  C39 1.090
48 H -10.57723 0.43972 18.68665  C39 1.090
49 H -10.63017 -1.30912 18.91484  C39 1.090
50 H -15.66976 0.29688 21.00795  N40 1.010
51 H -14.26585 0.01465 21.74774  N40 1.010
52 C -19.56993 1.46853 21.54189  C53 1.584, H58 1.090, H59 1.090, H60 1.090
53 C -18.03574 1.45007 21.93493  C52 1.584, C54 1.551, N57 1.446, H61 1.090
54 C -17.68322 0.80226 23.29895  C53 1.551, O55 1.454, H62 1.090, H63 1.090
55 O -17.98885 1.49275 24.54203  C54 1.454, C56 1.484
56 C -18.08097 2.97292 24.58863  O55 1.484, H64 1.090, H65 1.090, H66 1.090
57 N -17.36901 0.64882 20.93243  C53 1.446, H67 1.010, H68 1.010
58 H -19.71422 1.58199 20.46746  C52 1.090
59 H -20.03580 2.29594 22.07711  C52 1.090
60 H -20.09696 0.54151 21.76767  C52 1.090
61 H -17.61405 2.44641 21.80235  C53 1.090
62 H -16.59386 0.76501 23.30167  C54 1.090
63 H -18.02977 -0.21583 23.47643  C54 1.090
64 H -18.97552 3.34171 24.08676  C56 1.090
65 H -17.23678 3.46091 24.10149  C56 1.090
66 H -17.99562 3.35020 25.60768  C56 1.090
67 H -17.53592 1.10221 20.04548  N57 1.010
68 H -17.75801 -0.28069 20.86313  N57 1.010
69 C -22.88696 -2.60135 20.64320  C70 1.556, H75 1.090, H76 1.090, H77 1.090
70 C -22.65002 -1.77395 21.93976  C69 1.556, C71 1.650, N74 1.451, H78 1.090
71 C -23.58412 -2.07417 23.26584  C70 1.650, O72 1.415, H79 1.090, H80 1.090
72 O -23.69266 -1.03436 24.21893  C71 1.415, C73 1.405
73 C -24.67871 -1.27820 25.19022  O72 1.405, H81 1.090, H82 1.090, H83 1.090
74 N -21.26304 -1.85063 22.35865  C70 1.451, H84 1.010, H85 1.010
75 H -23.82881 -2.26786 20.20755  C69 1.090
76 H -22.72101 -3.65874 20.84934  C69 1.090
77 H -22.16415 -2.35150 19.86654  C69 1.090
78 H -22.77101 -0.71853 21.69574  C70 1.090
79 H -23.36314 -3.06297 23.66777  C71 1.090
80 H -24.59536 -2.25743 22.90265  C71 1.090
81 H -25.58257 -0.86155 24.74578  C73 1.090
82 H -24.52639 -0.74272 26.12732  C73 1.090
83 H -24.87597 -2.29399 25.53280  C73 1.090
84 H -21.28146 -1.15579 23.09142  N74 1.010
85 H -21.01447 -2.72803 22.79280  N74 1.010
86 C -14.34321 -5.69550 20.03587  C87 1.525, H92 1.090, H93 1.090, H94 1.090
87 C -13.46714 -6.93783 19.91272  C86 1.525, C88 1.527, N91 1.435, H95 1.090
88 C -12.32674 -6.59248 18.95722  C87 1.527, O89 1.434, H96 1.090, H97 1.090
89 O -12.70762 -6.11450 17.66009  C88 1.434, C90 1.393
90 C -11.58402 -5.59622 17.02061  O89 1.393, H98 1.090, H99 1.090, H100 1.090
91 N -13.10506 -7.44224 21.20617  C87 1.435, H101 1.010, H102 1.010
92 H -13.72166 -4.81307 20.18783  C86 1.090
93 H -15.02669 -5.77621 20.88112  C86 1.090
94 H -14.77434 -5.49578 19.05488  C86 1.090
95 H -13.99728 -7.77696 19.46227  C87 1.090
96 H -11.74113 -7.49998 18.81025  C88 1.090
97 H -11.69565 -5.84182 19.43297  C88 1.090
98 H -11.37273 -4.56426 17.30082  C90 1.090
99 H -11.89512 -5.36951 16.00085  C90 1.090
100 H -10.64283 -6.11856 17.19211  C90 1.090
101 H -12.43563 -8.19830 21.18814  N91 1.010
102 H -13.83178 -7.72337 21.84878  N91 1.010
103 C -17.66262 -4.06067 19.99408  C104 1.589, H106 1.090, H107 1.090, H108 1.090
104 C -19.00773 -3.26371 20.27769  C103 1.589, O105 1.417, H109 1.090, H110 1.090
105 O -18.71734 -2.11091 21.04891  C104 1.417, H111 0.960
106 H -17.04517 -3.74121 19.15456  C103 1.090
107 H -17.94540 -5.07241 19.70334  C103 1.090
108 H -17.10864 -4.11831 20.93103  C103 1.090
109 H -19.66888 -3.77953 20.97404  C104 1.090
110 H -19.47822 -3.07905 19.31196  C104 1.090
111 H -19.57195 -1.69904 21.19592  O105 0.960

Results
ΔE to the lowest compared entry with this formula, charge and spin ... 94.3 kJ/mol
Gap between HOMO and LUMO (spin up / spin down) ... 8.8826 / 3.6524 eV
Net charge ... +1
LUMO (spin up / spin down) ... -2.01 / -7.24 eV
M ... 580.90 g/mol
Spin multiplicity ... 2
Expectation value of S² ... 0.756

Atomic partial charges in e from the Löwdin method, atoms 1 to 5:
1. C -0.051
2. C -0.522
3. C -0.254
4. O -0.184
5. C -0.074

[2]
# C26H73BrN3O24P6S

A cluster of 6 separate species, C26H73BrN3O24P6S in total at a distorted geometry (the ωB97M-V functional and the def2-TZVPD basis, OMol25).

Bonds (Å) are listed after each position.
Positions of all 134 atoms, in Å:
1 C -4.45961 2.81389 -5.86892  C2 1.569, H22 1.088, H23 1.094, H24 1.090
2 C -3.50980 1.57602 -6.03355  C1 1.569, O3 1.386, H25 1.092, H26 1.096
3 O -3.56111 0.82904 -4.86737  C2 1.386, P4 1.723
4 P -2.42198 -0.27807 -4.20061  O3 1.723, O5 1.729, C6 1.929, C14 1.952, S18 2.306, H27 1.424
5 O -1.45290 -1.50300 -3.46015  P4 1.729, H28 0.957
6 C -1.95620 1.01206 -2.84372  P4 1.929, C7 1.555, H29 1.093, H30 1.087
7 C -2.85247 0.71602 -1.60764  C6 1.555, C8 1.546, H31 1.096, H32 1.091
8 C -4.28238 1.29158 -1.72457  C7 1.546, C9 1.554, H33 1.092, H34 1.083
9 C -5.35734 0.20737 -1.43502  C8 1.554, N10 1.475, H35 1.091, H36 1.088
10 N -6.12368 -0.05487 -2.66782  C9 1.475, C11 1.374, H37 1.008
11 C -7.39251 0.47100 -2.71231  N10 1.374, N12 1.268, N13 1.451
12 N -7.80577 1.41564 -1.97475  C11 1.268, H38 1.012
13 N -8.25925 -0.08620 -3.73394  C11 1.451, H39 1.018, H40 1.016
14 C -0.92135 0.19689 -5.35474  P4 1.952, Br15 1.966, C16 1.557, H41 1.086
15 Br -1.01658 -0.21848 -7.27395  C14 1.966
16 C -0.29600 1.59345 -5.06599  C14 1.557, C17 1.551, H42 1.085, H43 1.086
17 C 0.68169 2.04802 -6.18072  C16 1.551, H44 1.085, H45 1.095, H46 1.087
18 S -3.15045 -1.99378 -5.55772  P4 2.306, C19 1.831, O20 1.455, O21 1.457
19 C -4.31027 -2.88593 -4.45771  S18 1.831, H47 1.089, H48 1.083, H49 1.092
20 O -2.13961 -3.00316 -5.83472  S18 1.455
21 O -4.00021 -1.57887 -6.66637  S18 1.457
22 H -4.82214 2.88613 -4.84614  C1 1.088
23 H -3.92745 3.73983 -6.10688  C1 1.094
24 H -5.27904 2.77421 -6.58627  C1 1.090
25 H -2.59006 2.00404 -6.43690  C2 1.092
26 H -3.94967 1.04150 -6.88302  C2 1.096
27 H -3.48070 -0.69571 -3.34479  P4 1.424
28 H -0.68928 -1.18915 -2.97692  O5 0.957
29 H -0.93601 0.90184 -2.46776  C6 1.093
30 H -2.21718 2.02495 -3.13892  C6 1.087
31 H -2.35276 1.22779 -0.77721  C7 1.096
32 H -2.81692 -0.34461 -1.35450  C7 1.091
33 H -4.39119 2.01040 -0.91014  C8 1.092
34 H -4.48656 1.74377 -2.68725  C8 1.083
35 H -4.87410 -0.73660 -1.18084  C9 1.091
36 H -5.98869 0.47008 -0.58940  C9 1.088
37 H -6.12044 -1.03595 -2.89778  N10 1.008
38 H -8.76892 1.61142 -2.21687  N12 1.012
39 H -7.99062 0.39991 -4.58684  N13 1.018
40 H -7.97747 -1.04360 -3.92616  N13 1.016
41 H -0.12310 -0.46485 -5.03145  C14 1.086
42 H -1.03535 2.38587 -5.00639  C16 1.085
43 H 0.33474 1.52589 -4.18435  C16 1.086
44 H 1.41714 1.29015 -6.43144  C17 1.085
45 H 1.15884 2.95165 -5.78605  C17 1.095
46 H 0.11703 2.39127 -7.04370  C17 1.087
47 H -3.97028 -2.86291 -3.42374  C19 1.089
48 H -4.47694 -3.88012 -4.85468  C19 1.083
49 H -5.22911 -2.29650 -4.48883  C19 1.092
50 C 3.38340 8.34931 -5.67531  O51 1.443, H58 1.087, H59 1.089, H60 1.090
51 O 4.35964 7.71676 -6.52964  C50 1.443, P52 1.656
52 P 4.31853 6.06282 -6.59407  O51 1.656, O53 1.483, O54 1.635, O56 1.631
53 O 4.85043 5.69571 -5.25941  P52 1.483
54 O 5.45836 6.05893 -7.76607  P52 1.635, C55 1.428
55 C 5.60380 7.12178 -8.70834  O54 1.428, H61 1.090, H62 1.087, H63 1.089
56 O 3.66786 4.66962 -7.13651  P52 1.631, C57 1.427
57 C 4.45255 3.48957 -6.96613  O56 1.427, H64 1.088, H65 1.089, H66 1.089
58 H 3.49759 9.42500 -5.78378  C50 1.087
59 H 2.37169 8.07102 -5.96697  C50 1.089
60 H 3.55723 8.07606 -4.63460  C50 1.090
61 H 6.34527 7.83539 -8.34817  C55 1.090
62 H 4.66622 7.64076 -8.89185  C55 1.087
63 H 5.95730 6.69703 -9.64686  C55 1.089
64 H 4.37960 3.13321 -5.94062  C57 1.088
65 H 5.49496 3.66480 -7.22711  C57 1.089
66 H 4.04474 2.72975 -7.63055  C57 1.089
67 C -1.46011 -3.89105 -1.03502  O68 1.447, H75 1.088, H76 1.090, H77 1.090
68 O -0.06118 -3.85571 -0.66785  C67 1.447, P69 1.644
69 P 0.31097 -4.23826 0.88718  O68 1.644, O70 1.484, O71 1.631, O73 1.637
70 O -0.16931 -3.05463 1.64181  P69 1.484
71 O 1.91177 -4.18872 0.58103  P69 1.631, C72 1.430
72 C 2.45713 -4.47645 -0.70917  O71 1.430, H78 1.090, H79 1.087, H80 1.089
73 O 0.46701 -5.38862 2.04069  P69 1.637, C74 1.427
74 C 1.11238 -4.98534 3.24814  O73 1.427, H81 1.088, H82 1.088, H83 1.089
75 H -1.53454 -3.67279 -2.09850  C67 1.088
76 H -1.88262 -4.87732 -0.84224  C67 1.090
77 H -2.01582 -3.13444 -0.48196  C67 1.090
78 H 2.58036 -3.55145 -1.27168  C72 1.090
79 H 1.83151 -5.15989 -1.27756  C72 1.087
80 H 3.43671 -4.93217 -0.56948  C72 1.089
81 H 0.42228 -4.43129 3.88152  C74 1.088
82 H 1.99518 -4.38188 3.04662  C74 1.088
83 H 1.41964 -5.89132 3.76820  C74 1.089
84 C 3.06787 -6.45812 8.97914  O85 1.440, H92 1.088, H93 1.089, H94 1.090
85 O 4.09563 -5.52598 8.59527  C84 1.440, P86 1.680
86 P 3.59807 -3.98401 8.15309  O85 1.680, O87 1.501, O88 1.630, O90 1.658
87 O 3.02758 -4.41532 6.83310  P86 1.501
88 O 5.15065 -3.49426 8.06372  P86 1.630, C89 1.430
89 C 6.14862 -3.93938 8.98606  O88 1.430, H95 1.090, H96 1.088, H97 1.089
90 O 3.03534 -2.42654 8.07335  P86 1.658, C91 1.428
91 C 3.22067 -1.74218 6.83358  O90 1.428, H98 1.088, H99 1.088, H100 1.090
92 H 3.55737 -7.37921 9.28731  C84 1.088
93 H 2.48090 -6.07577 9.81323  C84 1.089
94 H 2.41454 -6.66779 8.13236  C84 1.090
95 H 6.66622 -4.80687 8.57735  C89 1.090
96 H 5.72764 -4.19663 9.95547  C89 1.088
97 H 6.86983 -3.13496 9.12039  C89 1.089
98 H 2.46946 -2.05470 6.11172  C91 1.088
99 H 4.21692 -1.91195 6.42961  C91 1.088
100 H 3.09868 -0.67926 7.03968  C91 1.090
101 C -3.06824 -7.67873 10.61000  O102 1.439, H109 1.087, H110 1.089, H111 1.090
102 O -3.13525 -6.26646 10.34189  C101 1.439, P103 1.654
103 P -1.83563 -5.59936 9.56637  O102 1.654, O104 1.486, O105 1.625, O107 1.627
104 O -0.79818 -5.61628 10.63068  P103 1.486
105 O -2.57960 -4.16213 9.42369  P103 1.625, C106 1.431
106 C -4.00096 -4.02747 9.33020  O105 1.431, H112 1.090, H113 1.087, H114 1.088
107 O -0.97659 -5.41289 8.19692  P103 1.627, C108 1.429
108 C 0.04228 -4.41204 8.22580  O107 1.429, H115 1.087, H116 1.089, H117 1.087
109 H -4.01031 -7.97394 11.06530  C101 1.087
110 H -2.92921 -8.24501 9.68986  C101 1.089
111 H -2.25485 -7.89269 11.30323  C101 1.090
112 H -4.41995 -3.85550 10.32152  C106 1.090
113 H -4.46893 -4.90374 8.88891  C106 1.087
114 H -4.21866 -3.16340 8.70557  C106 1.088
115 H 0.92112 -4.78918 8.74232  C108 1.087
116 H -0.30684 -3.49845 8.70402  C108 1.089
117 H 0.31061 -4.18728 7.19624  C108 1.087
118 C 3.00800 8.29073 2.27348  O119 1.437, H126 1.087, H127 1.090, H128 1.090
119 O 2.39050 7.29162 1.44492  C118 1.437, P120 1.657
120 P 3.34004 6.62039 0.26461  O119 1.657, O121 1.485, O122 1.624, O124 1.628
121 O 3.45581 7.73608 -0.70881  P120 1.485
122 O 2.19108 5.54388 -0.13338  P120 1.624, C123 1.432
123 C 1.22540 5.04816 0.80020  O122 1.432, H129 1.090, H130 1.087, H131 1.088
124 O 4.56291 5.62392 -0.13810  P120 1.628, C125 1.434
125 C 4.71490 5.34516 -1.53605  O124 1.434, H132 1.087, H133 1.087, H134 1.088
126 H 2.28389 8.58879 3.02800  C118 1.087
127 H 3.89222 7.89400 2.77159  C118 1.090
128 H 3.27915 9.16138 1.67611  C118 1.090
129 H 0.31788 5.64856 0.74389  C123 1.090
130 H 1.59933 5.05564 1.82117  C123 1.087
131 H 0.98209 4.02420 0.52416  C123 1.088
132 H 5.21464 6.16984 -2.03790  C125 1.087
133 H 3.75584 5.15056 -2.01031  C125 1.087
134 H 5.33367 4.45381 -1.61940  C125 1.088

Results
Gap between HOMO and LUMO ... 3.9897 eV
Net charge ... -1
LUMO ... -0.79 eV
M ... 1109.68 g/mol

Atomic partial charges in e from the Löwdin method, atoms 1 to 5:
1. C -0.064
2. C -0.367
3. O -0.356
4. P 0.543
5. O -0.343